1.
Entry from the OMol25 dataset: one molecule with the formula C22H25N5O3S3 at a distorted geometry (the ωB97M-V functional and the def2-TZVPD basis).

The geometry in ORCA input format:
```
! RIJCOSX wB97M-V def2-TZVPD def2/J DEFGRID3
* xyz 0 1
C 3.038 4.814 -0.288
C 3.567 3.443 0.003
C 4.884 3.116 -0.314
C 5.378 1.856 -0.038
C 4.574 0.895 0.550
C 3.254 1.204 0.857
N 2.386 0.304 1.473
C 2.356 -1.028 1.370
N 1.485 -1.748 2.025
N 1.483 -3.020 1.694
C 2.351 -3.342 0.807
S 2.379 -4.913 0.041
C 1.518 -4.409 -1.514
C 0.518 -3.307 -1.209
O 0.606 -2.209 -1.709
N -0.449 -3.683 -0.328
C -1.286 -2.840 0.409
C -2.311 -3.416 1.158
C -3.138 -2.633 1.941
C -2.948 -1.261 1.999
C -1.925 -0.701 1.261
S -1.651 1.070 1.374
O -0.231 1.313 1.321
O -2.371 1.560 2.510
N -2.300 1.800 0.042
C -1.639 1.658 -1.235
C -2.238 0.544 -2.096
C -3.750 0.729 -2.214
C -4.372 0.774 -0.819
C -3.738 1.911 -0.018
C -1.098 -1.461 0.461
S 3.356 -1.985 0.273
C 2.764 2.482 0.590
H 3.598 5.561 0.275
H 1.989 4.889 -0.017
H 3.147 5.047 -1.346
H 5.521 3.858 -0.774
H 6.403 1.615 -0.276
H 4.984 -0.075 0.785
H 1.503 0.706 1.792
H 1.041 -5.308 -1.898
H 2.257 -4.041 -2.225
H -0.426 -4.642 -0.004
H -2.446 -4.488 1.135
H -3.925 -3.094 2.518
H -3.555 -0.624 2.620
H -0.584 1.476 -1.028
H -1.728 2.616 -1.762
H -2.026 -0.428 -1.650
H -1.772 0.569 -3.081
H -4.182 -0.089 -2.794
H -3.965 1.664 -2.736
H -4.199 -0.177 -0.309
H -5.449 0.936 -0.886
H -4.092 1.926 1.013
H -3.983 2.871 -0.486
H -0.301 -0.986 -0.084
H 1.736 2.700 0.842
*
```

Its LUMO energy is 0.0133 hartree. The energy above the lowest of the compared OMol25 structures with the same formula, charge and spin is 1.7 kcal/mol. The value obtained for the largest force on an atom is 1.7 eV/A. The HOMO-LUMO gap comes out at 8.26 eV. The value obtained for the calculated total energy is -2547.41915 Eh. The calculation puts the HOMO energy at -7.90 eV.


2.
Entry from the OMol25 dataset: one molecule with the formula C22H25N5O4S2 at a distorted geometry (the ωB97M-V functional and the def2-TZVPD basis).

The geometry in ORCA input format:
```
! RIJCOSX wB97M-V def2-TZVPD def2/J DEFGRID3
* xyz 0 1
C -3.250 -1.986 0.781
C -3.373 -2.336 2.234
C -4.201 -3.363 2.656
C -4.310 -3.670 4.002
C -3.573 -2.967 4.933
C -2.722 -1.938 4.549
C -1.895 -1.225 5.569
C -2.652 -1.615 3.193
N -1.809 -0.576 2.737
C -1.920 0.728 3.025
S -3.023 1.437 4.022
N -1.016 1.543 2.377
N -0.204 1.053 1.466
C 0.634 1.817 0.847
C 0.850 3.272 1.044
O 0.273 4.021 1.813
N 1.853 3.640 0.178
C 2.366 4.980 0.078
C 2.289 2.555 -0.555
C 3.279 2.497 -1.521
C 3.522 1.270 -2.124
C 2.792 0.149 -1.766
S 3.097 -1.402 -2.616
O 2.678 -2.466 -1.753
O 4.437 -1.379 -3.121
N 2.094 -1.447 -3.938
C 0.682 -1.666 -3.733
C -0.090 -0.342 -3.750
O 0.188 0.390 -4.924
C 1.564 0.680 -5.043
C 2.398 -0.607 -5.072
C 1.813 0.187 -0.788
C 1.561 1.403 -0.179
H -2.249 -2.215 0.412
H -3.436 -0.925 0.622
H -3.965 -2.555 0.193
H -4.769 -3.920 1.927
H -4.966 -4.466 4.320
H -3.646 -3.220 5.981
H -2.379 -0.291 5.858
H -0.911 -0.979 5.173
H -1.778 -1.838 6.458
H -1.176 -0.787 1.972
H -1.026 2.541 2.603
H 1.812 5.592 0.790
H 2.220 5.374 -0.929
H 3.428 5.005 0.327
H 3.847 3.371 -1.798
H 4.293 1.162 -2.870
H 0.570 -2.186 -2.782
H 0.316 -2.309 -4.541
H -1.166 -0.523 -3.758
H 0.173 0.260 -2.866
H 1.675 1.232 -5.977
H 1.882 1.316 -4.203
H 3.466 -0.395 -5.043
H 2.165 -1.168 -5.984
H 1.290 -0.713 -0.513
*
```

Its LUMO energy is -0.0418 hartree. The energy above the lowest of the compared OMol25 structures with the same formula, charge and spin is 28.2 kcal/mol. The value obtained for the largest force on an atom is 1.1 eV/A. The HOMO-LUMO gap comes out at 7.31 eV. The value obtained for the calculated total energy is -2224.46428 Eh. The calculation puts the HOMO energy at -8.45 eV.


3.
Entry from the OMol25 dataset: one molecule with the formula C22H25NO at a distorted geometry (the ωB97M-V functional and the def2-TZVPD basis).

The geometry in ORCA input format:
```
! RIJCOSX wB97M-V def2-TZVPD def2/J DEFGRID3
* xyz 0 1
C -2.443 6.195 -0.248
O -3.001 4.922 0.106
C -2.189 3.881 0.462
C -0.793 3.973 0.669
C -0.069 2.854 1.107
C -0.643 1.580 1.204
C 0.143 0.382 1.631
C 0.597 -0.531 0.451
C 1.774 0.006 -0.289
C 1.526 0.922 -1.486
C 3.043 -0.398 0.053
C 4.304 0.093 -0.574
C 3.193 -1.440 1.053
C 2.112 -2.165 1.505
N 0.852 -1.859 1.025
C -0.220 -2.824 1.269
C -0.762 -3.326 -0.020
C -2.163 -3.430 -0.233
C -2.653 -3.924 -1.460
C -1.777 -4.363 -2.467
C -0.406 -4.330 -2.212
C 0.073 -3.814 -0.997
C -1.998 1.487 0.924
C -2.769 2.621 0.584
H -2.034 6.751 0.607
H -3.268 6.817 -0.620
H -1.630 6.108 -0.964
H -0.274 4.881 0.557
H 0.997 2.926 1.334
H -0.528 -0.210 2.286
H 1.011 0.749 2.162
H -0.223 -0.547 -0.250
H 0.445 0.930 -1.780
H 2.127 0.524 -2.304
H 1.844 1.958 -1.278
H 4.137 0.660 -1.502
H 4.850 0.705 0.126
H 4.898 -0.814 -0.832
H 4.186 -1.673 1.433
H 2.250 -2.951 2.244
H -1.032 -2.362 1.838
H 0.159 -3.669 1.861
H -2.878 -3.093 0.488
H -3.735 -4.010 -1.618
H -2.175 -4.775 -3.392
H 0.311 -4.674 -2.948
H 1.108 -3.733 -0.805
H -2.461 0.521 0.951
H -3.813 2.469 0.352
*
```

Its LUMO energy is 0.0297 hartree. The energy above the lowest of the compared OMol25 structures with the same formula, charge and spin is 52.1 kcal/mol. The value obtained for the largest force on an atom is 2.5 eV/A. The HOMO-LUMO gap comes out at 7.64 eV. The value obtained for the calculated total energy is -983.26424 Eh. The calculation puts the HOMO energy at -6.83 eV.


4.
Entry from the OMol25 dataset: one molecule with the formula C22H25NO2 (the ωB97M-V functional and the def2-TZVPD basis).

The geometry in ORCA input format:
```
! RIJCOSX wB97M-V def2-TZVPD def2/J DEFGRID3
* xyz 0 1
C 5.506 0.279 0.701
C 4.116 0.760 0.266
C 4.188 1.501 -1.070
N 3.112 -0.298 0.215
C 2.598 -0.711 1.519
C 1.159 -0.922 1.465
C -0.031 -1.059 1.388
C -1.456 -1.261 1.263
C -2.024 -0.701 -0.077
O -1.484 -1.362 -1.189
C -3.529 -0.889 -0.062
C -4.244 -2.066 -0.092
C -5.631 -2.000 -0.052
C -6.281 -0.779 0.022
C -5.565 0.408 0.045
C -4.183 0.348 -0.003
C -3.180 1.403 -0.027
C -3.322 2.779 -0.008
C -2.183 3.566 -0.065
C -0.927 2.986 -0.138
C -0.779 1.604 -0.153
C -1.908 0.815 -0.098
C 3.416 -1.425 -0.649
C 2.107 -1.979 -1.229
O 1.300 -0.919 -1.686
H 5.451 -0.238 1.657
H 6.175 1.128 0.808
H 5.928 -0.400 -0.037
H 3.751 1.478 1.011
H 4.681 0.908 -1.836
H 3.189 1.754 -1.417
H 4.754 2.421 -0.944
H 2.798 0.076 2.253
H 3.084 -1.637 1.872
H -1.974 -0.773 2.093
H -1.671 -2.333 1.294
H -0.542 -1.143 -1.304
H -3.737 -3.017 -0.161
H -6.209 -2.912 -0.080
H -7.361 -0.751 0.056
H -6.076 1.358 0.094
H -4.301 3.232 0.049
H -2.274 4.643 -0.053
H -0.050 3.615 -0.183
H 0.205 1.166 -0.195
H 3.954 -2.232 -0.127
H 4.034 -1.072 -1.474
H 1.567 -2.552 -0.464
H 2.309 -2.633 -2.080
H 1.538 -0.166 -1.117
*
```

Its LUMO energy is 0.0269 hartree. The energy above the lowest of the compared OMol25 structures with the same formula, charge and spin is 37.8 kcal/mol. The value obtained for the largest force on an atom is 0.6 eV/A. The HOMO-LUMO gap comes out at 8.86 eV. The value obtained for the calculated total energy is -1058.51074 Eh. The calculation puts the HOMO energy at -8.13 eV.


Which value of calculated total energy does entry 1 give?
-2547.41915 Eh


Among the records above, which one has the lowest calculated total energy?
C22H25N5O3S3


Copy entry 1 word for word.
Entry from the OMol25 dataset: one molecule with the formula C22H25N5O3S3 at a distorted geometry (the ωB97M-V functional and the def2-TZVPD basis).

The geometry in ORCA input format:
```
! RIJCOSX wB97M-V def2-TZVPD def2/J DEFGRID3
* xyz 0 1
C 3.038 4.814 -0.288
C 3.567 3.443 0.003
C 4.884 3.116 -0.314
C 5.378 1.856 -0.038
C 4.574 0.895 0.550
C 3.254 1.204 0.857
N 2.386 0.304 1.473
C 2.356 -1.028 1.370
N 1.485 -1.748 2.025
N 1.483 -3.020 1.694
C 2.351 -3.342 0.807
S 2.379 -4.913 0.041
C 1.518 -4.409 -1.514
C 0.518 -3.307 -1.209
O 0.606 -2.209 -1.709
N -0.449 -3.683 -0.328
C -1.286 -2.840 0.409
C -2.311 -3.416 1.158
C -3.138 -2.633 1.941
C -2.948 -1.261 1.999
C -1.925 -0.701 1.261
S -1.651 1.070 1.374
O -0.231 1.313 1.321
O -2.371 1.560 2.510
N -2.300 1.800 0.042
C -1.639 1.658 -1.235
C -2.238 0.544 -2.096
C -3.750 0.729 -2.214
C -4.372 0.774 -0.819
C -3.738 1.911 -0.018
C -1.098 -1.461 0.461
S 3.356 -1.985 0.273
C 2.764 2.482 0.590
H 3.598 5.561 0.275
H 1.989 4.889 -0.017
H 3.147 5.047 -1.346
H 5.521 3.858 -0.774
H 6.403 1.615 -0.276
H 4.984 -0.075 0.785
H 1.503 0.706 1.792
H 1.041 -5.308 -1.898
H 2.257 -4.041 -2.225
H -0.426 -4.642 -0.004
H -2.446 -4.488 1.135
H -3.925 -3.094 2.518
H -3.555 -0.624 2.620
H -0.584 1.476 -1.028
H -1.728 2.616 -1.762
H -2.026 -0.428 -1.650
H -1.772 0.569 -3.081
H -4.182 -0.089 -2.794
H -3.965 1.664 -2.736
H -4.199 -0.177 -0.309
H -5.449 0.936 -0.886
H -4.092 1.926 1.013
H -3.983 2.871 -0.486
H -0.301 -0.986 -0.084
H 1.736 2.700 0.842
*
```

Its LUMO energy is 0.0133 hartree. The energy above the lowest of the compared OMol25 structures with the same formula, charge and spin is 1.7 kcal/mol. The value obtained for the largest force on an atom is 1.7 eV/A. The HOMO-LUMO gap comes out at 8.26 eV. The value obtained for the calculated total energy is -2547.41915 Eh. The calculation puts the HOMO energy at -7.90 eV.


The lowest calculated total energy belongs to which entry?
C22H25N5O3S3